57
Properties=species:S:1:pos:R:3:lowdin_charge:R:1 method="wB97M-V/def2-TZVPD" charge=+3 gap_ha="0.234 / 0.180" s2=3.76 e_homo_ha="-0.6227 / -0.6227" multiplicity=4
C 4.33 -1.20 -0.01 -0.054
C 3.98 -2.16 -1.15 -0.191
N 2.48 -2.23 -1.45 -0.149
C 2.25 -2.11 -2.88 -0.306
C 0.78 -2.03 -3.31 -0.056
C 1.99 -3.43 -0.93 -1.023
S 1.50 -4.81 -1.76 0.692
S 2.00 -3.66 0.79 0.993
C 0.73 -2.61 1.57 -0.398
C -0.68 -3.00 1.10 -0.218
C -1.39 -1.89 0.32 -0.132
C -2.07 -0.94 1.31 -0.240
O -3.24 -1.66 1.74 -0.164
S -4.57 -1.00 1.17 0.622
O -5.63 -1.10 2.10 -0.161
O -4.72 -1.44 -0.19 -0.212
O -3.99 0.47 1.19 -0.155
C -2.58 0.49 0.87 -0.235
C -2.43 0.94 -0.57 -0.115
C -2.43 2.48 -0.79 -0.156
C -1.70 3.41 0.18 -0.181
C -0.19 3.44 0.04 -0.137
N 0.39 4.59 0.79 0.143
C 0.63 4.47 2.10 -0.375
C 0.81 5.68 2.99 0.093
O 0.76 3.35 2.67 0.337
H 4.84 -1.73 0.79 0.087
H 3.44 -0.72 0.38 0.071
H 5.03 -0.44 -0.36 0.086
H 4.32 -3.17 -0.93 0.116
H 4.48 -1.85 -2.07 0.121
H 2.79 -2.95 -3.39 -0.016
H 2.76 -1.19 -3.20 0.143
H 0.10 -2.15 -2.47 0.078
H 0.58 -1.12 -3.88 0.101
H 0.51 -2.84 -4.01 0.049
H 0.90 -2.83 2.63 0.093
H 0.95 -1.55 1.42 0.082
H -1.30 -3.20 1.98 0.127
H -0.64 -3.95 0.56 0.100
H -0.69 -1.39 -0.35 0.094
H -2.20 -2.31 -0.28 0.131
H -1.49 -0.79 2.23 0.158
H -2.21 1.22 1.59 0.139
H -3.31 0.58 -1.11 0.129
H -1.58 0.47 -1.05 0.104
H -2.01 2.64 -1.78 0.120
H -3.47 2.81 -0.85 0.130
H -1.99 3.25 1.22 0.117
H -2.05 4.42 -0.09 0.130
H 0.28 2.50 0.36 0.128
H 0.07 3.59 -1.01 0.136
H -0.17 5.42 0.64 0.172
H 1.85 6.01 2.88 0.131
H 0.63 5.42 4.03 0.118
H 0.11 6.45 2.67 0.122
Er 2.49 -4.68 -4.43 1.483

---

52
Properties=species:S:1:pos:R:3:lowdin_charge:R:1 method="wB97M-V/def2-TZVPD" gap_ha=0.243 e_homo_ha=-0.2866
Pt 1.19 0.33 -0.37 0.758
N 2.34 2.33 -0.33 -0.088
C 1.40 3.33 0.19 -0.167
C -0.05 2.98 -0.15 -0.670
O -0.88 3.86 0.04 0.034
O -0.27 1.80 -0.62 -0.245
H 3.21 2.30 0.18 0.072
H 2.54 2.49 -1.31 0.085
H 1.59 4.33 -0.19 0.116
H 1.46 3.36 1.28 0.122
C 6.48 0.31 -0.18 -0.042
C 5.82 0.07 -1.37 -0.023
C 4.53 -0.43 -1.35 -0.037
N 3.90 -0.69 -0.20 -0.127
C 4.52 -0.44 0.96 -0.035
C 5.80 0.05 1.00 -0.025
H 7.49 0.69 -0.17 0.118
H 6.29 0.26 -2.32 0.119
H 3.95 -0.63 -2.24 0.142
H 3.93 -0.66 1.84 0.144
H 6.26 0.23 1.97 0.119
C 2.53 -1.20 -0.21 -0.362
H 2.36 -1.78 0.69 0.045
H 2.40 -1.85 -1.08 0.039
C -3.26 2.06 2.24 -0.107
C -2.87 0.76 1.55 -0.283
C -1.63 0.12 2.17 -0.307
C -1.30 -1.25 1.56 -0.369
Ge -0.62 -1.23 -0.30 0.752
C -1.79 -0.81 -1.83 -0.376
C -2.92 -1.81 -2.10 -0.307
C -4.00 -1.81 -1.02 -0.290
C -5.14 -2.78 -1.33 -0.118
H -4.19 2.46 1.82 0.069
H -2.49 2.82 2.09 0.061
H -3.40 1.92 3.31 0.068
H -2.68 0.95 0.50 0.087
H -3.70 0.05 1.61 0.104
H -1.79 0.01 3.25 0.104
H -0.78 0.79 2.03 0.082
H -2.18 -1.91 1.63 0.045
H -0.50 -1.74 2.13 0.043
H -0.16 -2.72 -0.53 -0.046
H -1.10 -0.78 -2.68 0.048
H -2.17 0.20 -1.70 0.050
H -2.51 -2.82 -2.20 0.099
H -3.39 -1.56 -3.06 0.105
H -4.39 -0.80 -0.90 0.109
H -3.54 -2.09 -0.07 0.080
H -5.63 -2.50 -2.27 0.069
H -5.89 -2.78 -0.54 0.066
H -4.76 -3.80 -1.44 0.070